Density functional theory data (the ωB97M-V functional and the def2-TZVPD basis) for a molecular structure, C41H48BCaFN8O7S.

E ... -102228.1169 eV
Kohn-Sham gap ... 0.25637 Ha
Largest force on an atom ... 1.8 eV Å⁻¹
Energy above the lowest of the compared OMol25 structures with the same formula, charge and spin ... 18.3 kcal/mol
Charge ... -2
HOMO level ... -3.26 eV

Cartesian coordinates (Å):
Ca -1.352 0.615 0.415
S -0.719 -0.197 -2.405
F 4.889 3.060 -0.109
O -2.034 -0.740 -2.686
O 0.154 -1.043 -1.593
O 0.793 0.327 0.742
O -0.495 2.702 0.442
O 0.470 -3.507 2.577
O 1.068 3.980 -0.556
O -0.722 -1.696 1.927
N -4.342 1.739 1.521
N 3.913 -2.242 0.944
N -3.480 2.037 0.516
N -3.406 -1.139 0.626
N -2.983 0.639 3.381
N -1.715 0.850 2.947
N -0.883 1.254 -1.896
N -4.211 -0.828 1.682
C 6.083 -2.859 0.010
C -1.605 -3.771 -0.289
C -0.626 0.159 -5.132
C 4.982 -3.244 0.987
C 6.612 -1.463 0.318
C -3.636 -2.424 0.354
C 4.620 1.762 0.135
C -4.594 -2.953 1.241
C 2.675 -2.605 1.374
C -4.990 3.691 0.723
C 0.950 2.326 3.406
C 1.729 -0.452 0.937
C -4.926 -1.901 2.062
C 0.357 2.045 -1.710
C 5.681 0.866 0.088
C 5.491 -3.437 2.414
C -3.005 0.454 4.710
C 3.342 1.363 0.409
C -3.567 3.079 -2.447
C 3.110 0.005 0.667
C -3.864 3.211 0.024
C 2.120 -0.176 -5.310
C -2.941 -3.168 -0.753
C -5.247 2.721 1.670
C -3.853 -4.256 -1.325
C -3.171 3.821 -1.161
C 0.306 -2.397 2.018
C -1.712 0.553 5.179
C 0.111 -0.119 -3.989
C 1.229 0.650 5.270
C 2.095 0.225 -7.799
C -3.468 5.312 -1.285
C -0.938 0.791 4.027
C 1.488 -0.286 -4.079
C 4.172 -0.908 0.653
C 1.394 0.099 -6.468
C 0.294 3.010 -0.510
C 1.592 -1.800 1.418
C 5.475 -0.471 0.350
C 0.015 0.262 -6.361
C 0.554 0.945 3.935
B -4.220 0.514 2.453
H 0.573 2.645 -2.591
H 0.980 -0.352 5.630
H 6.879 -3.605 0.063
H 4.686 -3.794 3.058
H 2.050 -0.513 -3.179
H 2.316 0.714 5.158
H -2.729 -2.449 -1.541
H 5.852 -2.493 2.828
H 1.377 0.368 -8.609
H -4.658 3.047 -2.545
H -6.005 2.658 2.434
H -4.528 5.484 -1.503
H -1.254 -4.510 -1.020
H 2.521 2.075 0.420
H 2.558 -3.632 1.704
H -4.010 -5.061 -0.600
H 2.684 -0.668 -8.024
H -5.616 -1.835 2.889
H -0.566 0.473 -7.255
H -3.214 5.849 -0.367
H -3.156 3.593 -3.324
H 2.038 2.392 3.285
H -1.701 -4.255 0.688
H -5.195 0.511 3.173
H 3.197 -0.306 -5.375
H -2.100 3.698 -0.999
H -3.392 -4.695 -2.214
H 7.134 -1.471 1.281
H -3.180 2.060 -2.436
H -0.843 -2.996 -0.196
H 1.235 1.413 -1.537
H -5.534 4.609 0.565
H 0.481 2.541 2.444
H 7.345 -1.156 -0.431
H -1.701 0.283 -5.043
H 0.894 0.191 3.224
H 2.780 1.077 -7.805
H 0.638 3.101 4.117
H 4.535 -4.179 0.647
H 6.306 -4.167 2.435
H -4.831 -3.855 -1.605
H 6.674 1.232 -0.152
H 0.926 1.378 6.031
H -2.883 5.739 -2.104
H -3.933 0.267 5.225
H 5.675 -2.875 -1.005
H -4.986 -3.958 1.278
H -1.377 0.443 6.198